The following is a DFT calculation (the ωB97M-V functional and the def2-TZVPD basis) of a molecular structure, C4H5NO in a non-equilibrium geometry.

HOMO energy = -9.1 eV
Kohn-Sham gap = 0.3681 Ha
LUMO energy = 0.9 eV
charge = 0
M = 83.1 Da
calculated total energy = -7763.1901 eV

Last column: natural (NBO) charge in e.
CARTESIAN COORDINATES (ANGSTROEM)
1 C 1.283 0.108 0.933  -0.561
2 C 0.197 0.176 -0.049  0.014
3 C -0.817 -0.665 0.205  0.035
4 O -1.703 -0.516 -0.864  -0.421
5 C -1.163 0.510 -1.596  0.333
6 N -0.049 0.985 -1.149  -0.452
7 H 0.644 -0.662 1.844  0.167
8 H 1.773 1.102 1.061  0.238
9 H 2.028 -0.663 0.824  0.221
10 H -0.482 -1.236 1.262  0.226
11 H -1.712 0.862 -2.470  0.199